# C3H4LiNaO5

C3H4LiNaO5 as an isolated structure (ωB97M-V with the def2-TZVPD basis set, the Open Molecules 2025 dataset).

Each line ends with the Mulliken charge.
Cartesian coordinates (Å):
Na1 2.620 -0.314 1.038  0.9085
O1 -2.612 -2.383 -0.884  -0.4652
O2 0.689 -1.546 0.062  -0.5903
O3 1.702 1.987 0.099  -0.8235
O4 0.243 3.789 -0.149  -0.8216
O5 -0.107 2.240 1.262  -0.6952
C1 -1.565 -1.732 -0.800  0.0601
C2 -0.645 -1.897 0.415  -0.2433
C3 0.709 2.760 0.494  0.6450
Li1 1.308 2.745 -1.930  0.8227
H1 -1.323 -0.906 -1.468  0.3017
H2 0.647 -0.567 -0.121  0.3246
H3 -0.670 -2.929 0.764  0.2718
H4 -0.996 -1.248 1.218  0.3047

Output
Electronic energy ... -662.74040 Ha
Kohn-Sham gap ... 4.95 eV
Lowest unoccupied orbital energy ... -1.332 eV
Maximum force ... 4.7 eV Å⁻¹
Energy above the lowest of the compared OMol25 structures with the same formula, charge and spin ... 2.771 eV
2S+1 ... 1